(1)
Entry from the OMol25 dataset: a molecular structure, C21H15CaCl2IN5S at a distorted geometry (ωB97M-V/def2-TZVPD).

HOMO level (eV): -1.8071
HOMO-LUMO gap (eV): 3.6633
2S+1: 1
Total charge: -1

XYZ file:
```
46
Properties=species:S:1:pos:R:3:mulliken_charge:R:1
C -1.21538 1.89599 -2.35459 -0.052
C 0.23549 -2.21652 2.47979 0.131
C -5.27505 3.22768 1.84578 -0.265
H -1.73914 3.41523 -3.89827 0.341
I -1.00833 -0.84071 3.43927 -0.137
C -4.63750 2.16986 2.49974 -0.754
H 2.06735 -4.98658 3.10205 0.358
H -3.36623 3.75989 -1.92214 0.204
C 4.99533 -1.66632 -1.82252 -0.385
C -4.87070 3.64726 0.57267 -1.192
H 2.49697 -4.68950 0.65742 0.436
H -5.36706 4.46827 0.06747 0.355
C 1.61599 -4.16138 2.55821 -0.185
C 0.78937 -3.25449 3.21648 -0.652
H 1.25277 0.07645 -3.34512 0.319
H 6.56039 -0.80699 -0.61385 0.305
C 4.60010 -0.24160 0.08359 -0.566
N -0.30460 0.88018 -2.18707 -0.266
H 4.98891 0.35801 0.90384 0.339
C 1.26024 -2.93293 0.54824 -0.484
C 0.45986 0.80722 -3.25323 -0.044
H -4.97254 1.86497 3.48842 0.426
H 1.41843 -2.76445 -0.51332 0.969
N -2.14098 1.40572 -0.16812 -0.315
Cl 3.07705 -2.75391 -3.35028 -0.271
C 5.48745 -0.89643 -0.76939 -0.536
Ca -0.47153 -0.27982 -0.13412 1.733
H 0.59129 -3.36706 4.27659 0.311
C 2.71645 -1.12741 -1.17137 -0.240
C -3.14878 1.89886 0.62303 0.402
C -3.80316 2.95556 -0.00326 0.470
Cl 2.17877 0.48431 0.98198 -0.226
N 1.30272 -1.24526 -1.37638 -1.042
C 1.85802 -4.00024 1.19848 -0.993
C -2.16929 2.13745 -1.25703 0.433
C -3.56858 1.49356 1.89785 -0.032
N 0.45459 -2.03756 1.15811 -0.140
N -3.15396 3.08492 -1.20480 -0.072
H -1.53842 -0.38747 1.67806 -0.367
C 3.21964 -0.35565 -0.11538 0.527
H 5.69172 -2.17542 -2.48544 0.361
C -1.14193 2.59003 -3.54214 -0.505
C 3.61532 -1.78236 -2.02394 0.311
H -6.10300 3.73553 2.33673 0.357
S 0.13007 1.94126 -4.49987 -0.154
H -3.06813 0.67185 2.39783 -0.217
```

(2)
Entry from the OMol25 dataset: a molecular structure, C21H15Cl2O3PmSbSc at a distorted geometry (ωB97M-V/def2-TZVPD).

HOMO level (alpha / beta) (eV): -17.4189 / -17.4269
HOMO-LUMO gap (alpha / beta) (eV): 1.6824 / 1.6906
2S+1: 5
Expectation value of S²: 6.01
Total charge: +4

XYZ file:
```
44
Properties=species:S:1:pos:R:3:mulliken_charge:R:1
C 0.96098 1.28888 0.10551 -0.909
C 1.85392 -2.76682 1.94224 -0.489
C 2.72335 -0.49649 2.11449 -0.003
H -0.29691 -1.36867 3.39627 0.402
H 4.36351 -0.20523 3.52278 0.392
H 2.49719 0.96007 -1.39778 0.562
C -3.53498 0.54134 2.29639 -0.611
H -2.71179 0.38849 0.29415 0.366
C 0.64505 3.60835 0.79645 -0.734
C 1.89973 1.71366 -0.86932 -0.546
H 1.17240 -3.47269 1.47075 0.361
Sc -2.16921 -2.91393 -7.08561 1.178
Sb 0.15504 -0.81569 0.27658 1.079
H 1.54840 5.14105 -0.46009 0.472
C 1.38673 4.05207 -0.30947 -0.319
Cl -1.12568 -0.62907 -3.42202 -0.333
C -1.20470 -0.84299 3.09566 0.046
Pm -0.24228 1.41626 -2.23804 1.410
C -2.57718 0.15683 1.34665 -0.218
H 2.80713 -4.24200 3.23654 0.408
C -1.59922 -4.20488 -8.84002 0.380
H -4.43714 1.10393 2.02015 0.396
C 1.81133 -1.42064 1.59414 0.183
H -2.04183 -0.75072 5.11322 0.411
C -3.33103 0.21072 3.64945 -0.473
H -4.07982 0.51379 4.39065 0.408
H 0.28707 4.32118 1.55327 0.470
C -3.03363 -2.12122 -8.83878 0.345
C 1.94225 3.09285 -1.19824 -0.664
H -0.23971 1.89253 1.76185 0.557
C 3.64481 -0.91234 3.08699 -0.676
O -3.30063 -1.75888 -9.91140 0.103
C 0.39067 2.23531 0.94943 0.395
C -2.17845 -0.48847 4.05323 -0.624
O -2.61382 4.20484 -1.61161 0.006
O -1.48768 -4.70814 -9.87840 0.084
H 2.71712 0.54059 1.78295 0.373
C 2.76826 -3.19214 2.92201 -0.535
C -1.91939 3.30177 -1.73372 0.101
H 4.36720 -2.58643 4.26898 0.404
Cl -0.57558 -1.47280 -6.43074 -0.111
H 2.51399 3.43846 -2.07543 0.534
C -1.41036 -0.49399 1.75746 -0.113
C 3.65494 -2.25876 3.50247 -0.468
```

(3)
Entry from the OMol25 dataset: C21H15F2N3 in the gas phase at a distorted geometry (ωB97M-V/def2-TZVPD).

HOMO level (eV): -8.8763
HOMO-LUMO gap (eV): 8.8267
2S+1: 1

XYZ file:
```
41
Properties=species:S:1:pos:R:3:mulliken_charge:R:1
H -2.99704 -1.35523 -0.09568 0.504
C -1.02314 -2.37303 6.10120 -0.641
C 1.72552 -4.13637 2.50105 -0.479
H -2.17806 -0.75654 3.60623 0.170
H 3.07053 -5.60614 -0.29261 0.418
C 0.20537 -3.95680 0.62736 -0.517
N -1.54665 -5.55068 4.52085 -0.896
F -4.76838 -0.05856 -1.54319 -0.317
H 3.50144 -5.30536 2.17220 0.374
C -1.69254 -3.97437 7.86472 -0.436
H -1.41050 -2.08669 0.93922 0.085
H -1.34782 -1.86561 8.19125 0.346
H -5.22798 2.48598 2.18214 0.365
C -1.09615 -3.43785 5.20720 0.781
H -1.91826 -4.15190 8.92700 0.348
H 0.23985 -1.99406 3.37212 0.643
N -0.87207 -3.59860 3.82392 0.819
C -1.73234 -5.02515 6.95401 -0.579
C -1.35265 -2.66873 7.44040 -0.635
N -1.09640 -4.87327 3.48489 -0.256
C 0.56052 -3.61374 1.93620 -0.001
C -5.09997 1.31258 0.36660 -0.594
C 2.61185 -4.87294 1.71697 -0.585
H 1.92996 -3.93834 3.55974 0.406
C -2.23775 -1.03067 2.54583 -0.385
C -3.82798 0.86294 2.38228 -0.685
H -0.75694 -3.67549 0.19998 0.633
H -5.85605 1.88536 -0.17937 0.409
H -0.76091 -1.37058 5.75598 0.376
C -0.35431 -2.72097 2.79664 0.521
H -1.92466 -6.07703 7.16920 0.416
C -4.43673 0.24468 -0.24117 0.408
C 2.35302 -5.09346 0.35125 -0.571
C -1.48727 -4.71679 5.61699 0.358
C -1.43406 -1.97498 2.02606 -0.753
C -3.48432 -0.53214 0.41731 -0.846
F 0.84519 -4.87140 -1.47940 -0.323
C 1.14656 -4.62666 -0.15706 0.239
C -3.17916 -0.23232 1.76993 0.932
H -3.54578 1.12378 3.39961 0.347
C -4.76146 1.62760 1.69674 -0.399
```

(4)
Entry from the OMol25 dataset: a molecular structure, C21H15F9NO7S7SiTa at a distorted geometry (ωB97M-V/def2-TZVPD).

HOMO level (eV): -8.6116
HOMO-LUMO gap (eV): 6.8053
2S+1: 1
Relative energy (zero: lowest compared OMol25 entry of this formula, charge and spin) (kcal/mol): 0.0

XYZ file:
```
62
Properties=species:S:1:pos:R:3:mulliken_charge:R:1
F 1.83671 6.85208 -2.10632 -0.201
C -1.13300 -1.94436 -0.58821 0.572
S 0.62497 1.41839 2.79838 -0.045
C 3.15395 -1.75180 0.10900 -0.147
C 0.30577 -2.02304 2.10981 0.677
H 2.05194 -3.25257 1.81122 0.466
H -0.79489 -0.72467 -2.33491 0.540
S 2.56482 0.88809 3.23473 -0.060
C -4.19473 2.22136 0.70513 0.375
S 1.70967 4.56762 -0.82287 0.995
F -3.90847 3.35140 0.08198 -0.154
C 1.24657 6.34576 -1.03423 0.489
C 0.21339 -3.23606 4.64003 -0.587
C 1.26039 -2.96598 2.49286 -0.619
O -2.07255 1.04768 -0.61027 -0.463
C 4.28875 -2.25571 -0.50039 -0.793
O -1.69677 1.77022 1.53917 -0.949
C 1.82115 -2.47180 -1.73656 -0.586
S 2.48306 1.42896 0.19053 -0.216
F -1.46166 4.76680 -2.89869 -0.218
H 5.08039 -3.24632 -2.23605 0.386
O 0.40614 1.74481 -1.56727 -0.525
S 3.51924 2.03456 1.85539 -0.003
H -3.63056 -4.23722 -0.34800 0.414
C -3.26246 -3.01113 -2.06721 -0.677
C 4.19370 -2.85858 -1.75087 -0.598
H 0.18030 -3.69965 5.61759 0.377
C -0.70407 -1.71333 3.02593 0.163
C -3.00689 -3.46773 -0.78463 -0.675
O -3.26908 -0.14724 1.24455 -0.471
O 3.11650 4.56477 -0.64146 -0.582
H 1.97456 -4.28940 4.01919 0.409
C 2.95861 -2.96810 -2.36344 -0.704
F -2.32492 2.80692 -2.76440 -0.221
F -5.20923 1.62531 0.10172 -0.194
C -1.39926 3.60722 -2.27242 0.767
O 0.24334 2.41958 -3.89586 -0.634
H 5.24647 -2.17693 -0.00272 0.438
H 0.86672 -2.59177 -2.23345 0.357
O 0.84023 4.09518 0.23619 -0.681
H 2.87008 -3.44550 -3.33089 0.419
C -1.40711 -1.50050 -1.88570 -0.289
S 0.28742 2.88914 -2.56242 1.066
F -4.49985 2.46671 1.96750 -0.185
N 1.32568 3.97434 -2.26773 -0.490
F 1.64736 7.00523 0.04371 -0.190
H -1.77258 -3.31122 0.94742 0.324
C -1.95083 -2.93982 -0.05466 -0.338
H -1.55019 -2.05123 4.96119 0.435
H -4.08788 -3.42058 -2.63534 0.389
C -0.75570 -2.31007 4.27334 -0.769
H -2.64531 -1.66513 -3.62434 0.444
F -1.60306 3.79119 -0.96380 -0.141
S -2.75765 1.04725 0.68845 0.858
F -0.06937 6.47838 -1.15297 -0.188
C 1.89581 -1.83663 -0.49779 0.695
H 3.25382 -1.29704 1.08932 0.442
C 1.21828 -3.56459 3.74628 -0.772
H -1.47237 -0.99471 2.76694 0.216
Ta 0.08010 1.45978 0.47476 1.428
Si 0.32965 -1.27259 0.38509 0.993
C -2.45506 -2.02572 -2.62152 -0.771
```

Q: Look up the 2S+1 of the third one.
A: 1